(1)
A molecular structure, C32H28BrN4PPdS, computed with the ωB97M-V functional and the def2-TZVPD basis.

Its HOMO-LUMO gap is 6.41 eV. The HOMO energy comes out at -14.043 eV. The calculated total energy comes out at -133230.9588 eV. The largest force on an atom is 2.9 eV/Å. The value obtained for the LUMO energy is -0.280 Eh.

The geometry in ORCA input format:
```
! wB97M-V def2-TZVPD RIJCOSX def2/J DEFGRID3
* xyz 2 1
Pd 0.33 1.03 -0.17
C -1.11 5.10 -0.87
C -0.92 3.63 -0.74
N 0.23 3.05 -0.77
N 1.37 3.79 -0.93
C 2.41 3.03 -0.99
N 3.62 3.56 -1.17
S 2.41 1.24 -0.88
C -2.08 2.72 -0.58
C -3.38 3.17 -0.64
C -4.42 2.27 -0.46
C -4.14 0.94 -0.22
C -2.81 0.55 -0.20
N -1.80 1.41 -0.38
H -0.15 5.60 -0.88
H -1.71 5.46 -0.03
H -1.65 5.34 -1.79
H 3.71 4.56 -1.32
H 4.45 3.00 -1.22
H -3.57 4.22 -0.83
H -5.45 2.61 -0.51
H -4.92 0.21 -0.06
H -2.54 -0.49 -0.03
C 4.62 -2.90 -0.61
C 3.98 -2.49 -1.78
C 2.68 -2.01 -1.73
C 2.00 -1.97 -0.50
C 2.65 -2.37 0.67
C 3.95 -2.84 0.60
P 0.33 -1.31 -0.47
C -0.43 -1.73 -2.03
C -1.05 -0.78 -2.84
C -1.65 -1.17 -4.02
C -1.65 -2.51 -4.39
C -1.01 -3.46 -3.60
C -0.39 -3.08 -2.42
C -0.58 -2.08 0.88
C -0.29 -1.73 2.20
C -0.96 -2.33 3.25
C -1.93 -3.29 2.99
C -2.23 -3.64 1.69
C -1.57 -3.03 0.63
H 5.63 -3.26 -0.65
H 4.50 -2.54 -2.73
H 2.19 -1.69 -2.64
H 2.13 -2.36 1.62
H 4.44 -3.18 1.51
H -1.04 0.27 -2.56
H -2.13 -0.43 -4.66
H -2.12 -2.81 -5.31
H -0.99 -4.49 -3.90
H 0.13 -3.81 -1.82
H 0.46 -0.98 2.42
H -0.73 -2.05 4.27
H -2.46 -3.76 3.81
H -2.99 -4.39 1.48
H -1.83 -3.31 -0.38
Br 1.25 2.01 6.24
C 1.06 1.75 4.40
C -0.16 2.01 3.80
C -0.32 1.81 2.42
C 0.78 1.37 1.74
C 2.02 1.10 2.28
C 2.14 1.30 3.65
H -1.00 2.35 4.38
H -1.27 2.01 1.96
H 2.85 0.75 1.69
H 3.09 1.10 4.13
*
```

---

(2)
7 unconnected molecules or ions with the total composition C38H80F2N7O11S2, computed with the ωB97M-V functional and the def2-TZVPD basis.

Its HOMO-LUMO gap is 3.86 eV. The HOMO energy comes out at -13.973 eV. The calculated total energy comes out at -100720.8957 eV. The largest force on an atom is 8.3 eV/Å. The value obtained for the LUMO energy is -0.371 Eh.

The geometry in ORCA input format:
```
! wB97M-V def2-TZVPD RIJCOSX def2/J DEFGRID3
* xyz 3 1
N -1.75 -19.93 -19.38
O -2.91 -19.89 -19.76
O -0.90 -19.33 -20.00
O -1.52 -20.55 -18.31
C -3.64 -18.37 -12.62
C -3.32 -18.75 -14.07
O -2.46 -18.27 -14.74
N -4.12 -19.94 -14.60
H -4.06 -20.70 -13.92
H -5.10 -19.73 -14.72
C -3.47 -20.51 -15.90
H -4.51 -17.73 -12.73
H -2.81 -17.89 -12.11
H -3.92 -19.26 -12.05
H -4.12 -21.38 -16.01
H -2.46 -20.83 -15.67
H -3.64 -19.85 -16.75
C 0.06 -20.50 -13.04
C 1.14 -21.39 -13.77
C 0.75 -21.57 -15.22
C 0.88 -20.28 -16.05
C 2.35 -19.76 -16.06
C 2.89 -19.58 -14.58
N 2.46 -20.65 -13.64
O 3.04 -20.65 -12.47
C 2.25 -18.28 -14.06
C 4.53 -19.52 -14.54
C 1.25 -22.84 -13.21
H -0.28 -19.58 -13.51
H 0.35 -20.18 -12.04
H -0.86 -21.09 -13.02
H -0.29 -21.89 -15.23
H 1.27 -22.41 -15.68
H 0.35 -19.43 -15.63
H 0.55 -20.37 -17.09
H 2.44 -18.83 -16.62
H 2.89 -20.56 -16.55
H 1.16 -18.21 -14.11
H 2.66 -17.47 -14.66
H 2.58 -18.07 -13.04
H 4.87 -18.72 -15.21
H 5.02 -20.41 -14.92
H 5.01 -19.19 -13.62
H 0.26 -23.30 -13.23
H 1.60 -22.85 -12.17
H 1.86 -23.51 -13.80
C -3.76 -15.46 -16.44
C -3.20 -15.46 -17.90
C -2.80 -14.11 -18.38
C -1.55 -13.58 -17.76
C -0.36 -14.53 -18.10
C -0.62 -16.02 -17.63
N -2.03 -16.41 -17.99
O -2.29 -17.65 -17.69
C -0.45 -16.12 -16.10
C 0.39 -16.93 -18.36
C -4.26 -15.90 -18.88
H -3.22 -14.99 -15.62
H -4.01 -16.47 -16.12
H -4.66 -14.84 -16.43
H -3.59 -13.38 -18.21
H -2.72 -14.03 -19.47
H -1.74 -13.50 -16.69
H -1.49 -12.57 -18.16
H 0.61 -14.21 -17.72
H -0.24 -14.52 -19.18
H -1.30 -15.76 -15.52
H 0.40 -15.52 -15.76
H -0.23 -17.12 -15.73
H 0.25 -17.96 -18.05
H 1.44 -16.67 -18.22
H 0.25 -17.02 -19.43
H -4.53 -16.92 -18.61
H -4.12 -15.76 -19.95
H -5.20 -15.35 -18.79
C 1.90 -20.86 -20.62
C 1.09 -21.98 -21.22
C 0.33 -22.79 -20.17
C -0.66 -23.84 -20.66
C -1.68 -23.10 -21.50
C -1.19 -22.21 -22.68
N 0.06 -21.46 -22.22
O 0.63 -20.60 -23.05
C -2.20 -21.13 -22.99
C -0.88 -23.10 -23.86
C 2.04 -23.00 -21.94
H 1.32 -20.32 -19.87
H 2.21 -20.10 -21.33
H 2.77 -21.32 -20.14
H -0.28 -22.11 -19.57
H 0.94 -23.41 -19.50
H -1.08 -24.38 -19.81
H -0.24 -24.64 -21.27
H -2.32 -22.46 -20.89
H -2.38 -23.85 -21.89
H -1.70 -20.43 -23.66
H -2.61 -20.56 -22.15
H -3.08 -21.47 -23.54
H -0.02 -22.78 -24.46
H -1.60 -23.20 -24.66
H -0.49 -24.07 -23.54
H 1.50 -23.72 -22.56
H 2.76 -23.42 -21.25
H 2.61 -22.48 -22.71
C -4.63 -23.55 -18.14
C -5.49 -22.45 -18.80
C -6.05 -22.67 -20.18
N -7.19 -21.70 -20.57
C -8.50 -22.09 -19.83
C -6.61 -20.21 -20.42
C -5.97 -19.95 -21.75
C -6.38 -20.96 -22.80
C -7.55 -21.67 -22.05
H -3.59 -23.43 -18.48
H -5.01 -24.54 -18.37
H -4.52 -23.48 -17.06
H -4.95 -21.51 -18.66
H -6.36 -22.16 -18.20
H -6.34 -23.72 -20.29
H -5.29 -22.62 -20.96
H -8.50 -21.95 -18.75
H -8.69 -23.11 -20.18
H -9.22 -21.44 -20.32
H -7.52 -19.67 -20.18
H -5.91 -19.97 -19.62
H -5.89 -18.90 -22.05
H -4.90 -20.14 -21.69
H -6.68 -20.41 -23.69
H -5.64 -21.70 -23.11
H -8.38 -20.97 -22.09
H -7.86 -22.66 -22.36
N -2.53 -15.69 -23.04
S -0.94 -15.31 -23.39
O -0.44 -15.95 -24.58
O 0.05 -15.01 -22.38
F -1.20 -13.79 -23.77
S -2.23 -16.90 -22.19
O -1.93 -16.66 -20.81
O -1.56 -18.01 -22.86
F -3.73 -17.52 -22.16
*
```

---

(3)
A molecular structure, C18H39BF4MnN3O3PSSi, computed with the ωB97M-V functional and the def2-TZVPD basis.

Its HOMO-LUMO gap (alpha / beta) is 8.75 / 8.61 eV. The HOMO energy (alpha / beta) comes out at -8.393 / -8.608 eV. The calculated total energy comes out at -100793.4504 eV. The largest force on an atom is 1.7 eV/Å. The value obtained for the LUMO energy (alpha / beta) is 0.013 / 0.000 Eh.

The geometry in ORCA input format:
```
! wB97M-V def2-TZVPD RIJCOSX def2/J DEFGRID3
* xyz 0 6
Mn -1.56 1.02 1.21
C 1.03 2.71 0.18
C 0.87 1.79 -1.03
C 0.49 2.62 -2.25
C 2.15 0.99 -1.28
O -0.19 0.86 -0.66
Si -1.00 -0.30 -1.58
S -2.43 -0.80 -0.10
O -1.57 0.45 -2.88
C -1.79 0.17 -4.27
C -0.50 -0.28 -4.95
C -2.87 -0.90 -4.40
C -2.28 1.48 -4.88
O 0.02 -1.48 -2.03
C 0.24 -2.86 -1.69
C 1.39 -3.32 -2.58
C -1.01 -3.68 -1.97
C 0.65 -3.00 -0.22
H 1.84 3.43 0.02
H 1.26 2.12 1.07
H 0.11 3.27 0.33
H 1.16 3.48 -2.34
H -0.53 2.99 -2.14
H 0.54 2.03 -3.16
H 2.94 1.66 -1.62
H 1.97 0.23 -2.04
H 2.48 0.50 -0.36
H -0.08 -1.14 -4.43
H 0.24 0.52 -4.96
H -0.71 -0.56 -5.99
H -2.53 -1.84 -3.98
H -3.12 -1.05 -5.46
H -3.77 -0.58 -3.87
H -1.52 2.26 -4.78
H -3.18 1.82 -4.36
H -2.51 1.34 -5.94
H 1.11 -3.26 -3.63
H 1.65 -4.35 -2.34
H 2.27 -2.69 -2.41
H -1.26 -3.66 -3.03
H -1.85 -3.29 -1.40
H -0.85 -4.72 -1.68
H 1.55 -2.41 -0.03
H 0.86 -4.04 0.01
H -0.16 -2.65 0.42
F -1.40 3.15 2.12
B -2.69 3.59 1.59
F -3.39 4.28 2.52
F -2.47 4.25 0.41
F -3.29 2.29 1.31
C 1.67 -1.63 4.67
N 2.13 -0.83 3.54
C 2.62 0.46 4.04
N 1.64 1.18 4.85
C 1.20 0.31 5.94
N 0.65 -0.96 5.47
C -0.60 -0.79 4.75
P -0.41 0.28 3.21
C 1.08 -0.66 2.55
C 0.51 1.66 4.08
H 2.52 -1.85 5.31
H 1.27 -2.58 4.29
H 2.91 1.08 3.19
H 3.50 0.27 4.65
H 0.45 0.83 6.54
H 2.06 0.09 6.57
H -1.33 -0.31 5.41
H -0.99 -1.76 4.46
H 1.47 -0.14 1.68
H 0.72 -1.64 2.23
H -0.20 2.15 4.75
H 0.84 2.41 3.35
*
```

---

(4)
A molecular structure, C30H36IrN2O4Te, computed with the ωB97M-V functional and the def2-TZVPD basis.

Its HOMO-LUMO gap (alpha / beta) is 7.44 / 5.39 eV. The HOMO energy (alpha / beta) comes out at -7.016 / -7.261 eV. The calculated total energy comes out at -52991.7275 eV. The largest force on an atom is 0.9 eV/Å. The value obtained for the LUMO energy (alpha / beta) is 0.016 / -0.069 Eh.

The geometry in ORCA input format:
```
! wB97M-V def2-TZVPD RIJCOSX def2/J DEFGRID3
* xyz 0 6
Ir -0.51 0.07 0.50
O -2.29 1.03 -0.29
C -2.19 1.99 -1.16
C -3.10 3.08 -1.11
C -3.04 4.12 -1.99
C -2.06 4.16 -3.00
C -1.18 3.10 -3.10
C -1.22 2.02 -2.21
C -0.31 0.94 -2.42
N -0.18 -0.08 -1.65
N 0.58 -1.10 -2.13
C 0.76 -2.08 -1.29
O 0.36 -2.08 -0.05
C 1.56 -3.23 -1.79
C 1.92 -4.25 -0.92
C 2.74 -5.29 -1.35
C 3.18 -5.33 -2.66
C 2.78 -4.33 -3.55
C 1.98 -3.29 -3.12
H -3.87 3.04 -0.35
H -3.75 4.93 -1.92
H -2.00 4.99 -3.69
H -0.44 3.09 -3.89
H 0.29 0.96 -3.34
H 1.54 -4.23 0.09
H 3.04 -6.06 -0.65
H 3.81 -6.13 -3.00
H 3.10 -4.38 -4.59
H 1.68 -2.50 -3.79
C 6.08 -6.44 3.67
C 5.24 -5.33 3.08
C 5.83 -4.23 2.47
C 5.07 -3.18 1.98
C 5.74 -2.01 1.31
C 3.67 -3.23 2.11
Te 2.54 -1.48 1.63
C 3.06 -4.36 2.67
C 1.56 -4.52 2.74
C 3.86 -5.40 3.14
H 7.14 -6.29 3.44
H 5.77 -7.41 3.29
H 5.97 -6.45 4.75
H 6.91 -4.19 2.38
H 6.81 -2.19 1.20
H 5.60 -1.09 1.88
H 5.32 -1.86 0.31
H 1.04 -3.72 2.21
H 1.23 -4.52 3.78
H 1.26 -5.47 2.30
H 3.38 -6.27 3.58
C -0.78 0.70 4.15
C 0.55 0.00 3.84
C 1.71 0.81 4.41
C 0.52 -1.39 4.50
O 0.71 -0.12 2.44
H -1.01 0.63 5.21
H -1.58 0.24 3.58
H -0.71 1.75 3.88
H 1.58 0.98 5.48
H 1.78 1.77 3.90
H 2.65 0.28 4.25
H 0.42 -1.30 5.58
H 1.46 -1.91 4.28
H -0.31 -1.98 4.10
C 0.09 4.31 2.42
C -0.65 3.13 1.84
C -2.10 3.02 2.20
O -0.05 2.35 1.11
H -0.56 4.93 3.03
H 0.53 4.89 1.61
H 0.92 3.95 3.04
H -2.61 3.89 1.78
H -2.22 3.05 3.28
H -2.53 2.11 1.79
*
```

---

(5)
A molecular structure, C8H16ClIInN2OP, computed with the ωB97M-V functional and the def2-TZVPD basis.

Its HOMO-LUMO gap (alpha / beta) is 5.78 / 5.46 eV. The HOMO energy (alpha / beta) comes out at -16.532 / -16.561 eV. The calculated total energy comes out at -48650.9928 eV. The largest force on an atom is 3.0 eV/Å. The value obtained for the LUMO energy (alpha / beta) is -0.395 / -0.408 Eh.

The geometry in ORCA input format:
```
! wB97M-V def2-TZVPD RIJCOSX def2/J DEFGRID3
* xyz 2 1
C 0.44 -1.85 -0.30
I 0.66 2.36 -0.14
H -0.28 -2.68 -0.43
H 1.10 -2.09 0.54
H 1.01 -1.71 -1.23
In -0.88 -0.14 0.27
P -0.34 0.33 -2.44
C 1.27 0.83 -3.16
C -0.83 -1.03 -3.53
H -2.40 1.61 -2.51
H -1.55 1.56 -4.10
H -0.98 2.67 -2.78
C -1.43 1.69 -3.02
H -1.77 -1.46 -3.15
H -0.97 -0.60 -4.52
H 1.11 0.98 -4.23
H 2.01 0.04 -2.99
H -0.05 -1.79 -3.52
H 1.63 1.75 -2.70
C 2.58 0.05 -0.05
O 3.61 0.49 0.09
Cl -3.22 -0.25 0.04
N -0.64 -1.33 3.21
C -0.13 -1.22 4.46
C 0.63 -0.06 4.49
C 0.55 0.49 3.21
N -0.25 -0.27 2.43
H -1.20 -2.08 2.82
H -0.32 -1.95 5.22
H 1.18 0.34 5.31
H 1.03 1.39 2.82
*
```

---

(6)
A molecular structure, C38H58AsClCsN5O4Si3Te, computed with the ωB97M-V functional and the def2-TZVPD basis.

Its HOMO-LUMO gap is 8.05 eV. The HOMO energy comes out at -7.972 eV. The calculated total energy comes out at -160824.6486 eV. The largest force on an atom is 1.4 eV/Å. The value obtained for the LUMO energy is 0.003 Eh.

The geometry in ORCA input format:
```
! wB97M-V def2-TZVPD RIJCOSX def2/J DEFGRID3
* xyz 0 1
Cs 0.00 1.75 1.06
Cl -5.82 1.89 3.91
C -5.09 1.69 2.35
C -5.80 1.15 1.30
C -5.16 1.01 0.08
C -3.84 1.43 -0.03
N -3.15 1.95 0.99
C -3.77 2.07 2.16
H -6.82 0.83 1.44
H -5.67 0.58 -0.77
H -3.30 1.33 -0.97
H -3.18 2.47 2.99
C -1.58 3.79 -3.91
Si -2.02 2.01 -4.30
C -1.63 1.67 -6.10
C -3.85 1.77 -3.98
As -0.80 0.71 -2.76
Si -1.71 -1.43 -3.11
C -0.44 -2.71 -2.61
C -2.27 -1.78 -4.87
C -3.20 -1.60 -1.97
Si 1.28 0.46 -3.85
C 1.87 2.20 -4.20
C 2.46 -0.38 -2.66
C 1.27 -0.55 -5.43
H -2.14 4.48 -4.55
H -0.52 3.98 -4.06
H -1.82 4.03 -2.87
H -2.29 2.28 -6.74
H -1.78 0.62 -6.36
H -0.60 1.94 -6.34
H -4.43 2.42 -4.65
H -4.12 2.03 -2.95
H -4.18 0.74 -4.16
H 0.36 -2.79 -3.35
H -0.91 -3.69 -2.53
H 0.01 -2.45 -1.65
H -1.46 -1.65 -5.58
H -3.10 -1.13 -5.17
H -2.63 -2.81 -4.94
H -2.91 -1.45 -0.93
H -3.63 -2.60 -2.06
H -3.98 -0.88 -2.22
H 1.86 2.82 -3.30
H 1.24 2.69 -4.95
H 2.90 2.19 -4.59
H 2.38 0.00 -1.64
H 3.49 -0.21 -2.99
H 2.30 -1.46 -2.63
H 0.63 -0.13 -6.20
H 0.95 -1.57 -5.23
H 2.29 -0.60 -5.82
Te 3.55 2.18 0.13
C 5.60 1.71 0.10
C 6.53 2.58 0.66
C 7.88 2.26 0.64
C 8.31 1.08 0.05
C 7.38 0.22 -0.52
C 6.03 0.53 -0.48
C 3.36 2.53 2.20
C 3.63 1.52 3.12
C 3.38 1.72 4.46
C 2.86 2.94 4.90
C 2.62 3.95 3.99
C 2.87 3.76 2.64
H 6.21 3.51 1.12
H 8.60 2.93 1.09
H 9.36 0.83 0.03
H 7.71 -0.71 -0.98
H 5.30 -0.16 -0.90
H 4.01 0.56 2.77
H 3.55 0.92 5.17
H 2.62 3.06 5.94
H 2.21 4.90 4.33
H 2.67 4.55 1.93
C 0.32 -5.08 0.17
N -0.28 -4.07 1.01
C -1.73 -4.15 1.08
C 0.29 -2.81 1.10
N -0.35 -1.69 1.06
N 1.67 -2.81 1.27
C 2.30 -1.50 1.28
C 2.25 -3.71 2.26
H 0.26 -6.06 0.65
H 1.37 -4.85 -0.02
H -0.19 -5.15 -0.80
H -2.01 -5.18 1.26
H -2.22 -3.82 0.15
H -2.10 -3.55 1.91
H -1.32 -1.85 0.81
H 1.81 -0.87 0.56
H 3.36 -1.61 1.04
H 2.21 -1.02 2.26
H 2.20 -3.28 3.26
H 3.29 -3.89 2.01
H 1.73 -4.66 2.28
O 0.42 1.17 5.71
C -0.24 1.07 4.68
O 0.01 1.54 3.53
C -1.56 0.29 4.76
C -2.29 0.27 5.94
C -3.53 -0.35 6.00
C -4.01 -0.96 4.85
C -3.28 -1.00 3.68
C -2.06 -0.37 3.64
N -5.35 -1.56 4.88
O -5.79 -2.00 3.83
O -5.96 -1.56 5.93
H -1.87 0.76 6.81
H -4.13 -0.34 6.90
H -3.70 -1.51 2.81
H -1.46 -0.37 2.73
*
```